The following is a quantum chemistry calculation of C14H17F3IN2O2S3Ti as an isolated structure at a distorted geometry, from OMol25.

Summary:
E_HOMO (spin up / spin down): -0.094 / -0.141 Ha
multiplicity: 3
relative energy (zero: lowest compared OMol25 entry of this formula, charge and spin): 1.860 eV
total charge: -1
HOMO-LUMO gap (spin up / spin down): 4.75 / 5.99 eV

Geometry as XYZ:
```
43
C14H17F3IN2O2S3Ti (ωB97M-V/def2-TZVPD)
Ti -0.160 0.049 0.842
C 0.126 4.780 0.212
C -0.212 3.313 0.083
S 0.838 2.214 0.965
C -1.226 2.848 -0.668
C -2.140 3.743 -1.458
S -1.546 1.137 -0.845
H 0.992 4.907 0.859
H -0.699 5.350 0.648
H 0.363 5.231 -0.756
H -1.861 4.794 -1.379
H -3.172 3.635 -1.116
H -2.126 3.462 -2.513
F -0.518 -4.425 1.567
C -1.233 -3.341 1.235
F -2.526 -3.681 1.310
F -1.020 -2.436 2.216
C -0.844 -2.825 -0.193
O -1.033 -3.614 -1.092
O -0.298 -1.683 -0.241
I 0.705 -0.105 4.529
C 1.802 -1.025 3.000
C 2.770 -1.926 3.371
C 3.609 -2.478 2.400
C 3.469 -1.985 1.090
C 2.493 -1.081 0.794
N 1.551 -0.647 1.710
H 2.872 -2.190 4.414
H 4.353 -3.217 2.658
H 4.137 -2.303 0.299
H 2.379 -0.682 -0.207
N -2.591 0.618 2.910
C -1.668 0.436 2.194
H -2.711 0.761 3.899
C 2.313 -1.657 -2.983
S 1.236 -0.261 -2.618
C 2.200 1.057 -3.378
H 3.315 -1.502 -2.577
H 2.382 -1.847 -4.054
H 1.867 -2.525 -2.499
H 2.285 0.923 -4.457
H 3.195 1.124 -2.937
H 1.669 1.986 -3.176
```

Let us look at the natural (NBO) charges, expressed in e, one per atom:
1 Ti 1.021
2 C -0.642
3 C -0.205
4 S -0.230
5 C -0.186
6 C -0.636
7 S -0.245
8 H 0.220
9 H 0.201
10 H 0.199
11 H 0.198
12 H 0.211
13 H 0.212
14 F -0.321
15 C 0.875
16 F -0.322
17 F -0.318
18 C 0.712
19 O -0.616
20 O -0.759
21 I 0.135
22 C 0.040
23 C -0.278
24 C -0.268
25 C -0.246
26 C -0.017
27 N -0.647
28 H 0.219
29 H 0.205
30 H 0.210
31 H 0.222
32 N -0.686
33 C 0.268
34 H 0.425
35 C -0.760
36 S 0.275
37 C -0.754
38 H 0.197
39 H 0.204
40 H 0.244
41 H 0.199
42 H 0.204
43 H 0.237

The following is a quantum chemistry calculation of C14H17IN2O2Sn as an isolated structure at a distorted geometry, from OMol25.

Summary:
E_HOMO (spin up / spin down): -0.201 / -0.205 Ha
relative energy (zero: lowest compared OMol25 entry of this formula, charge and spin): 0.000 eV
total charge: 0
HOMO-LUMO gap (spin up / spin down): 3.90 / 4.09 eV

Geometry as XYZ:
```
37
C14H17IN2O2Sn (ωB97M-V/def2-TZVPD)
C 1.170 -3.344 0.118
C 1.405 -2.782 1.443
H 0.240 -3.861 0.438
H 2.050 -3.981 -0.072
H 0.946 -2.998 -0.920
H 1.369 -2.079 2.328
H 1.125 -3.663 2.032
H 2.506 -2.639 1.223
C -1.796 -0.477 -2.105
C -2.773 0.068 -2.857
C -3.284 1.305 -2.517
C -2.808 1.999 -1.409
H -1.356 -1.455 -2.273
H -3.132 -0.493 -3.704
H -4.077 1.738 -3.097
H -3.202 2.952 -1.041
N -1.301 0.223 -1.075
C -1.788 1.429 -0.663
C -1.207 2.007 0.557
N -0.244 1.254 1.192
C 0.300 1.563 2.367
C -0.944 3.573 2.331
C -0.010 2.747 2.944
H 0.985 0.832 2.791
H 0.475 2.995 3.865
C -1.552 3.198 1.157
H -2.341 3.772 0.641
H -1.204 4.500 2.797
Sn 0.001 -0.636 0.347
I -2.080 -1.769 1.855
C 3.508 -1.461 -1.306
C 2.870 -0.108 -1.164
O 3.449 0.955 -1.540
O 1.644 -0.011 -0.640
H 4.444 -1.345 -1.865
H 2.859 -2.144 -1.859
H 3.755 -1.865 -0.318
```

Let us look at the natural (NBO) charges, expressed in e, one per atom:
1 C -0.643
2 C -0.735
3 H 0.234
4 H 0.214
5 H 0.219
6 H 0.279
7 H 0.232
8 H 0.211
9 C 0.104
10 C -0.234
11 C -0.129
12 C -0.195
13 H 0.230
14 H 0.236
15 H 0.231
16 H 0.225
17 N -0.555
18 C 0.186
19 C 0.183
20 N -0.560
21 C 0.107
22 C -0.129
23 C -0.226
24 H 0.228
25 H 0.235
26 C -0.197
27 H 0.225
28 H 0.232
29 Sn 1.296
30 I -0.681
31 C -0.724
32 C 0.801
33 O -0.645
34 O -0.941
35 H 0.238
36 H 0.223
37 H 0.223

The following is a quantum chemistry calculation of a 2-piece molecular cluster, C14H17N3 overall at a distorted geometry, from OMol25.

Summary:
E_HOMO: -0.284 Ha
relative energy (zero: lowest compared OMol25 entry of this formula, charge and spin): 2.300 eV
total charge: 0
HOMO-LUMO gap: 8.55 eV

Geometry as XYZ:
```
34
C14H17N3 (ωB97M-V/def2-TZVPD)
C 2.210 -2.766 -0.575
C 1.378 -2.143 0.413
C 1.600 -1.416 1.558
N 0.490 -0.934 2.098
C -0.590 -1.275 1.215
C -1.896 -0.855 1.255
C -2.638 -1.121 0.136
C -2.219 -2.046 -0.866
C -0.832 -2.428 -0.840
C -0.067 -2.051 0.216
H 2.839 -3.710 -0.544
H 2.963 -2.034 -1.053
H 1.574 -3.164 -1.369
H 2.653 -1.222 1.861
H 0.405 -0.736 3.042
H -2.236 -0.400 2.176
H -3.536 -0.562 -0.001
H -2.897 -2.441 -1.590
H -0.338 -3.098 -1.577
C 2.676 2.783 -1.430
C 1.926 1.740 -0.664
C 0.491 2.103 -0.497
C -0.596 1.580 -1.228
N -1.783 2.041 -0.643
C -1.371 2.977 0.245
N -0.035 3.058 0.405
H 1.945 2.980 -2.329
H 3.747 2.759 -1.705
H 2.665 3.783 -0.922
H 1.990 0.739 -1.234
H 2.287 1.510 0.353
H -0.396 0.915 -1.994
H -2.715 1.583 -0.659
H -2.084 3.449 0.898
```

Let us look at the natural (NBO) charges, expressed in e, one per atom:
1 C -0.649
2 C -0.117
3 C 0.005
4 N -0.531
5 C 0.152
6 C -0.235
7 C -0.231
8 C -0.232
9 C -0.180
10 C -0.109
11 H 0.230
12 H 0.217
13 H 0.216
14 H 0.215
15 H 0.407
16 H 0.220
17 H 0.198
18 H 0.218
19 H 0.209
20 C -0.619
21 C -0.442
22 C 0.113
23 C -0.125
24 N -0.535
25 C 0.168
26 N -0.474
27 H 0.207
28 H 0.221
29 H 0.215
30 H 0.210
31 H 0.222
32 H 0.217
33 H 0.432
34 H 0.189

The following is a quantum chemistry calculation of the molecule C14H17N3O4S2 at a distorted geometry, from OMol25.

Summary:
E_HOMO: -0.315 Ha
relative energy (zero: lowest compared OMol25 entry of this formula, charge and spin): 0.032 eV
total charge: 0
HOMO-LUMO gap: 8.95 eV

Geometry as XYZ:
```
40
C14H17N3O4S2 (ωB97M-V/def2-TZVPD)
C 0.383 1.124 -4.043
C 0.953 0.439 -5.279
C 2.315 -0.217 -5.044
C 2.294 -1.363 -4.035
O 2.429 -0.865 -2.701
C 1.504 -1.236 -1.800
O 0.577 -1.971 -2.016
N 1.805 -0.630 -0.608
C 1.142 -0.723 0.607
C -0.013 -1.489 0.774
C -0.630 -1.539 2.010
C -0.100 -0.830 3.070
S -0.891 -0.865 4.662
O 0.076 -1.052 5.697
O -2.052 -1.698 4.624
N -1.362 0.761 4.829
C -2.477 1.256 4.224
N -3.106 2.318 4.589
C -4.147 2.585 3.758
C -4.318 1.715 2.736
S -3.115 0.468 2.796
C 1.046 -0.072 2.925
C 1.667 -0.017 1.694
H -0.506 1.693 -4.307
H 0.099 0.397 -3.288
H 1.112 1.808 -3.614
H 0.247 -0.318 -5.630
H 1.068 1.178 -6.075
H 2.679 -0.614 -5.993
H 3.030 0.531 -4.695
H 1.367 -1.940 -4.105
H 3.145 -2.031 -4.204
H 2.632 -0.048 -0.628
H -0.414 -2.036 -0.063
H -1.523 -2.121 2.167
H -1.104 1.211 5.694
H -4.754 3.447 3.963
H -5.061 1.716 1.966
H 1.440 0.457 3.778
H 2.563 0.572 1.566
```

Let us look at the natural (NBO) charges, expressed in e, one per atom:
1 C -0.609
2 C -0.391
3 C -0.418
4 C -0.082
5 O -0.524
6 C 0.904
7 O -0.630
8 N -0.610
9 C 0.175
10 C -0.216
11 C -0.158
12 C -0.383
13 S 2.317
14 O -0.925
15 O -0.912
16 N -0.867
17 C 0.235
18 N -0.483
19 C -0.041
20 C -0.456
21 S 0.367
22 C -0.156
23 C -0.239
24 H 0.213
25 H 0.204
26 H 0.200
27 H 0.198
28 H 0.203
29 H 0.214
30 H 0.207
31 H 0.214
32 H 0.189
33 H 0.413
34 H 0.255
35 H 0.247
36 H 0.439
37 H 0.213
38 H 0.240
39 H 0.239
40 H 0.214

The following is a quantum chemistry calculation of the molecule C14H17N3OS at a distorted geometry, from OMol25.

Summary:
E_HOMO: -0.293 Ha
relative energy (zero: lowest compared OMol25 entry of this formula, charge and spin): 4.988 eV
total charge: 0
HOMO-LUMO gap: 8.48 eV

Geometry as XYZ:
```
36
C14H17N3OS (ωB97M-V/def2-TZVPD)
C 0.812 1.217 3.255
C 1.099 1.357 1.766
C 2.018 2.548 1.441
S 1.998 -0.087 1.300
C 0.700 -0.607 0.240
C 0.886 -2.001 -0.598
C 2.056 -2.666 -0.470
C 2.308 -3.911 -1.163
C 1.378 -4.446 -1.961
C 0.077 -3.927 -1.924
C -0.167 -2.727 -1.281
N -1.451 -2.196 -1.370
N -0.283 0.213 0.091
N -0.139 1.287 0.870
C -0.963 2.400 0.679
O -1.047 3.435 1.331
C -2.299 2.087 -0.005
C -2.096 1.817 -1.483
C -3.083 2.927 -1.045
H 0.016 0.505 3.377
H 1.692 0.906 3.918
H 0.461 2.117 3.687
H 1.376 3.450 1.421
H 2.840 2.537 2.137
H 2.302 2.448 0.374
H 2.835 -2.186 0.140
H 3.325 -4.258 -1.045
H 1.423 -5.218 -2.675
H -0.675 -4.396 -2.453
H -2.096 -2.450 -2.099
H -1.602 -1.309 -0.996
H -2.981 1.389 0.662
H -2.555 0.939 -2.049
H -1.087 2.103 -1.780
H -4.184 2.680 -1.076
H -2.894 4.026 -1.219
```

Let us look at the natural (NBO) charges, expressed in e, one per atom:
1 C -0.639
2 C -0.002
3 C -0.641
4 S 0.281
5 C 0.091
6 C -0.116
7 C -0.167
8 C -0.254
9 C -0.177
10 C -0.280
11 C 0.217
12 N -0.808
13 N -0.273
14 N -0.299
15 C 0.669
16 O -0.585
17 C -0.310
18 C -0.416
19 C -0.415
20 H 0.225
21 H 0.227
22 H 0.228
23 H 0.251
24 H 0.224
25 H 0.219
26 H 0.214
27 H 0.215
28 H 0.217
29 H 0.205
30 H 0.386
31 H 0.399
32 H 0.239
33 H 0.213
34 H 0.215
35 H 0.222
36 H 0.226

The following is a quantum chemistry calculation of C14H17N4O5RbS2 as an isolated structure at a distorted geometry, from OMol25.

Summary:
E_HOMO: -0.081 Ha
relative energy (zero: lowest compared OMol25 entry of this formula, charge and spin): 1.264 eV
total charge: -2
HOMO-LUMO gap: 6.31 eV

Geometry as XYZ:
```
43
C14H17N4O5RbS2 (ωB97M-V/def2-TZVPD)
Rb 0.143 -0.005 0.324
O -0.792 -0.065 2.897
C 0.077 0.554 3.826
C 1.413 -0.170 3.932
N 2.080 -0.177 2.639
C 2.643 -1.480 2.321
C 1.517 -2.549 2.255
O 1.727 -3.638 2.809
O 0.464 -2.186 1.649
C 3.031 0.907 2.448
C 3.291 1.160 0.924
O 4.478 1.168 0.549
O 2.255 1.354 0.241
H -0.286 -0.795 2.464
H -0.415 0.568 4.808
H 0.258 1.594 3.523
H 1.219 -1.201 4.241
H 2.027 0.299 4.718
H 3.405 -1.801 3.048
H 3.130 -1.423 1.343
H 3.990 0.712 2.954
H 2.601 1.827 2.854
C -1.848 5.436 -0.926
S -2.372 4.651 -2.475
C -2.726 2.959 -1.861
S -3.696 2.734 -0.501
N -2.260 2.078 -2.669
N -1.969 0.826 -2.501
C -2.284 -0.026 -3.416
C -1.786 -1.384 -3.408
C -2.089 -2.225 -4.494
C -1.610 -3.518 -4.512
C -0.841 -3.964 -3.445
C -0.588 -3.070 -2.412
N -1.031 -1.821 -2.388
H -2.114 6.492 -0.967
H -0.773 5.320 -0.800
H -2.386 4.944 -0.118
H -2.910 0.274 -4.259
H -2.691 -1.839 -5.307
H -1.830 -4.173 -5.348
H -0.447 -4.971 -3.411
H -0.004 -3.378 -1.549
```

Let us look at the natural (NBO) charges, expressed in e, one per atom:
1 Rb 0.947
2 O -0.783
3 C -0.055
4 C -0.252
5 N -0.464
6 C -0.340
7 C 0.768
8 O -0.739
9 O -0.849
10 C -0.330
11 C 0.761
12 O -0.761
13 O -0.833
14 H 0.504
15 H 0.148
16 H 0.155
17 H 0.209
18 H 0.165
19 H 0.165
20 H 0.216
21 H 0.160
22 H 0.188
23 C -0.755
24 S 0.140
25 C -0.056
26 S -0.400
27 N -0.378
28 N -0.138
29 C -0.082
30 C 0.174
31 C -0.261
32 C -0.183
33 C -0.301
34 C 0.053
35 N -0.419
36 H 0.198
37 H 0.209
38 H 0.255
39 H 0.151
40 H 0.203
41 H 0.197
42 H 0.206
43 H 0.206